Below is a 6-piece molecular cluster, C45H62BClN2O17S overall, with properties calculated with wB97M-V/def2-TZVPD.

Each line ends with the Löwdin charge.
Positions of all 129 atoms, in Å:
H (-0.0146, 4.6957, -10.5544)  0.092
H (-3.3681, 1.4158, -0.7461)  0.082
H (-1.5744, 0.0865, -1.9435)  0.127
H (2.9139, -2.1970, 7.6897)  0.123
C (7.0139, -1.7437, 0.1463)  0.000
C (0.2392, 3.9911, -9.7562)  -0.062
H (-6.3781, -2.8471, -6.1660)  0.123
H (6.1587, 3.2646, 3.9129)  0.119
C (4.9146, -1.4324, 4.4689)  -0.303
H (5.7767, 6.6272, -10.7367)  0.081
C (6.7342, -4.5436, 1.7601)  -0.067
O (-1.8778, 7.7846, -10.2861)  -0.001
C (-5.6928, -2.8537, -5.3128)  -0.218
O (-0.0591, 1.9264, -2.8633)  0.103
C (7.2120, -4.6398, 0.1700)  -0.072
H (0.5357, 0.5995, 9.1911)  0.055
H (5.3939, 5.5322, -8.5532)  0.123
H (-5.6596, -1.5050, 13.9052)  0.083
H (0.0516, 7.8064, -9.5977)  0.102
C (3.8618, 2.6302, 1.1984)  -0.165
C (4.4706, 1.2014, 3.5507)  0.003
C (4.7217, 5.3063, -9.3869)  -0.218
H (-6.0583, 8.5846, -9.6960)  0.083
Cl (2.3959, 3.0022, 4.9386)  0.557
H (-1.0402, -3.8285, 5.0501)  0.131
C (-0.8841, 7.2760, -9.3997)  -0.039
N (-0.1127, -4.3436, 5.1182)  0.005
C (-0.7683, 1.6668, -3.8223)  -0.551
H (2.5062, 0.7079, 1.5894)  0.085
C (6.4251, -3.0966, 2.5312)  -0.396
O (-3.0806, -2.6635, 11.4511)  0.100
S (5.8867, -3.0716, 4.3336)  0.807
H (-5.2698, -5.0191, -0.9582)  0.097
H (-6.0058, -2.0445, -4.6417)  0.124
H (-5.7466, 7.5886, -11.9788)  0.123
H (3.0283, -4.2172, 5.0126)  0.125
C (2.9526, 0.1361, 5.7686)  -0.114
C (0.6468, 2.8171, -5.2729)  -0.047
O (-3.9350, 7.7318, -11.0535)  0.023
H (0.4828, 3.8083, -4.8387)  0.102
O (-0.5225, 2.0184, -5.1091)  -0.008
H (0.4863, 3.0092, -10.1715)  0.102
C (-4.9339, -5.7457, -1.7045)  -0.053
C (0.9591, -3.2854, 5.4549)  -0.245
H (-0.9920, -5.5936, 10.0561)  0.085
H (-3.5603, -2.6183, -4.9801)  0.071
H (0.8308, 2.9346, -6.3446)  0.085
C (-0.6330, -7.5353, 8.5494)  -0.078
C (-6.0402, 7.5013, -9.8558)  -0.071
C (3.3015, 1.3824, 4.7330)  -0.413
O (3.4106, 5.1469, -8.8309)  0.021
C (5.3048, -0.2418, 3.4137)  -0.116
C (-4.2717, -2.6545, -5.8094)  -0.068
H (-3.9680, -3.4875, -6.4521)  0.082
H (-5.1912, 6.0754, -11.2659)  0.125
O (-3.2646, 6.0946, -9.5879)  0.106
H (-3.8426, -5.7380, -1.7878)  0.100
H (1.8688, 1.9700, 0.2903)  0.082
H (-7.0699, 7.1381, -9.9395)  0.081
C (4.7552, 6.4521, -10.3828)  -0.070
H (7.1305, -0.7870, -0.5399)  0.088
H (4.3987, -3.0742, 6.9250)  0.112
O (2.7009, 4.1309, -10.7652)  0.112
O (-5.8398, -4.1273, -4.6728)  0.023
C (-0.7840, -5.9355, 8.9530)  -0.056
C (-0.1360, -6.9418, 5.8405)  -0.001
H (-0.7148, 6.2071, -9.5622)  0.050
H (-4.0642, -4.0821, 13.3345)  0.124
H (1.7237, 2.4210, 2.1215)  0.063
C (6.5769, -1.6603, 1.7579)  -0.168
O (-5.5176, -5.4879, -2.9791)  -0.007
H (-0.1820, -9.1913, 6.7336)  0.082
O (-4.7788, -3.3225, -2.8008)  0.101
C (-0.2876, -5.3293, 6.2518)  -0.197
C (1.2230, 0.5781, 8.2230)  0.059
H (5.0689, 4.3677, -9.8357)  0.126
C (-3.0466, 7.0973, -10.2492)  -0.547
H (-0.7617, -3.6603, 8.0252)  0.091
H (4.3761, 7.3718, -9.9247)  0.082
C (-5.3305, -4.2187, -3.4194)  -0.550
H (-4.6190, -2.3388, 15.0871)  0.081
H (-5.7904, -4.0017, 13.6815)  0.123
C (2.4551, -3.7453, 5.9420)  -0.115
O (-1.9487, 1.0005, -3.7849)  0.021
H (-4.1933, -2.0311, 7.9454)  0.098
H (0.1248, -7.2258, 4.7275)  0.092
H (-5.2496, -6.7417, -1.3811)  0.094
H (-3.9223, -1.5710, 13.6483)  0.073
H (3.6502, 3.7758, 0.9374)  0.119
C (7.3230, -3.1934, -0.6265)  -0.076
C (-0.3033, -8.0649, 7.0335)  -0.073
H (4.5254, 2.2065, 0.3325)  0.109
C (-2.3874, 0.5843, -2.4858)  -0.216
H (7.4573, -5.6542, -0.3856)  0.087
O (1.3137, 4.5104, -8.9768)  -0.018
H (7.2664, 0.1720, 2.6428)  0.139
H (2.3720, -4.6358, 6.7316)  0.129
H (7.6394, -3.2121, -1.7774)  0.085
O (5.6939, 3.5488, 3.0582)  0.027
C (3.7330, -1.3076, 5.6460)  -0.081
H (-4.1871, -1.7208, -6.3754)  0.082
C (-5.2475, 7.1589, -11.1047)  -0.219
C (2.4989, 4.5468, -9.6354)  -0.547
O (-4.7219, -2.5713, 9.8496)  -0.004
H (-2.1852, 2.5050, -1.4940)  0.073
C (1.7796, 0.4736, 6.9122)  -0.085
H (4.1226, 6.2460, -11.2501)  0.074
C (-4.7765, -2.1421, 14.0214)  -0.070
H (-3.7411, 2.2566, -2.2722)  0.081
C (-4.2404, -2.8028, 11.0964)  -0.550
H (-5.5915, 7.0568, -8.9635)  0.074
O (-5.2745, -3.1905, 11.8830)  0.024
H (-2.8608, -2.6970, 8.9083)  0.074
C (3.3466, -2.5745, 6.6628)  -0.165
O (0.5549, -2.0048, 5.2642)  -0.062
C (-2.9529, 1.7548, -1.7011)  -0.069
C (-3.7482, -2.0576, 8.9441)  -0.046
H (-0.6312, 3.8791, -9.1035)  0.103
C (2.4007, 1.8514, 1.3497)  -0.142
H (-3.1740, -0.1607, -2.6409)  0.120
B (4.7348, 2.5211, 2.6037)  -0.410
H (6.6618, -5.5937, 2.3204)  0.091
C (-0.6307, -4.7991, 7.7780)  -0.008
H (-1.1785, 7.4677, -8.3631)  0.107
H (1.5225, 2.3383, -4.8240)  0.098
N (6.3717, -0.2837, 2.3453)  -0.020
H (-3.4777, -1.0364, 9.2302)  0.101
C (-4.9515, -3.4420, 13.2563)  -0.219
H (-0.7421, -8.3732, 9.3919)  0.086

Forces on the atoms, in the same order (eV/Å):
0.149 -0.339 -0.043
0.052 0.002 -0.175
-0.032 0.245 -0.189
0.579 -0.549 -2.386
-0.184 -3.534 1.269
-0.494 -0.401 -0.267
-0.001 -0.312 0.260
-1.180 0.508 -1.786
-1.349 2.720 -0.339
-0.142 -0.039 0.105
0.574 2.136 -2.346
-1.005 -0.484 -0.189
0.233 0.604 -0.290
-0.895 -0.400 -1.355
-1.020 4.904 2.241
1.742 0.077 -2.868
-0.390 -0.093 0.071
0.024 -0.199 0.090
-0.337 0.052 -0.151
-0.273 0.755 0.444
-1.039 -3.005 3.258
0.586 0.146 -0.387
-0.078 -0.121 -0.164
1.560 -2.631 -0.413
1.773 -0.453 -0.149
0.474 -0.169 0.353
0.918 1.161 3.121
0.018 0.154 0.520
-0.184 2.370 -0.313
0.946 0.584 -3.722
-1.473 -0.272 -0.521
-0.522 1.706 -1.661
0.164 -0.030 -0.217
0.152 -0.265 0.028
0.391 0.083 0.073
-1.272 1.251 1.854
0.927 0.671 -1.288
0.468 0.317 -0.179
0.945 -0.439 0.407
0.135 -0.198 0.050
-0.291 -0.441 0.921
0.062 0.272 -0.025
0.194 -0.184 0.515
-3.029 4.998 -1.141
0.421 -0.902 -2.445
-0.160 0.099 -0.043
-0.281 -0.145 0.166
0.500 1.828 -2.243
0.061 0.041 0.291
2.281 -3.929 -0.166
-0.873 -0.624 -0.327
-3.191 1.398 3.235
0.264 -0.067 0.087
-0.159 0.143 -0.022
0.156 0.210 0.164
0.367 1.259 -0.941
-0.172 0.148 0.096
1.006 -0.430 2.307
0.160 0.067 -0.040
-0.195 0.115 -0.200
-0.356 -2.067 1.893
-2.316 0.973 -0.576
-0.314 0.512 1.631
0.130 -0.287 1.098
0.826 -1.055 -4.325
-0.702 1.454 4.519
-0.251 0.441 0.191
-0.090 0.233 -0.177
1.446 -1.340 -1.353
1.174 -3.521 -2.941
-0.015 0.983 -0.451
-0.337 2.437 0.954
-0.806 -1.197 -0.763
-0.285 -2.866 2.119
3.329 -1.042 -8.676
-0.272 0.157 0.017
-0.267 -0.186 0.291
0.390 -2.461 -0.671
0.177 -0.117 0.052
0.322 0.370 -0.030
-0.058 -0.011 -0.167
0.009 0.086 -0.397
-0.215 -0.631 0.207
1.025 0.385 -0.371
-0.150 -0.099 0.341
-0.628 0.712 2.564
-0.072 0.183 -0.338
-0.025 -0.185 0.058
0.512 -2.461 0.501
-0.883 -0.275 3.674
-0.386 4.847 0.310
-1.349 0.588 1.483
-0.234 -0.099 0.697
-0.651 2.362 1.497
0.990 0.051 -0.279
-1.126 -0.774 -0.233
-0.123 1.945 -1.762
-0.806 0.245 2.898
-1.302 -3.008 0.385
0.145 2.937 -1.940
-0.053 -0.149 0.080
-0.629 -0.261 0.126
0.295 0.051 -0.568
0.272 -0.331 1.051
-0.008 -0.188 0.030
-1.311 -0.496 8.111
0.142 -0.102 0.089
0.103 0.274 -0.059
0.006 -0.200 0.073
0.229 0.173 0.270
-0.053 -0.071 -0.175
0.700 0.121 -0.875
-0.147 0.163 0.152
1.406 0.346 -0.845
2.966 -7.728 1.240
0.068 0.296 0.023
0.311 0.222 -0.449
0.309 0.160 0.068
0.004 0.654 -1.424
0.205 0.126 -0.307
0.877 0.992 0.281
0.027 2.816 -1.050
0.478 -4.838 -0.710
0.025 -0.192 -0.143
-0.230 0.132 0.066
-1.063 -2.572 1.432
0.104 -0.218 0.001
0.206 0.022 0.655
0.247 2.211 -2.010

Output
HOMO-LUMO gap	7.40	eV
electronic energy	-4022.71089	hartree
SMILES	C#Cc1c(Cl)c(B(O)CC)c2c(c1CCC(=O)Nc1ccccc1)Sc1ccccc1N2.CCOC(=O)OC.CCOC(=O)OC.CCOC(=O)OC.CCOC(=O)OC.CCOC(=O)OC
energy relative to the best compared isomer or geometry (same formula, charge and spin)	689.8	kcal per mole



Below is an isolated ion of composition C4H12BN2 and charge +1, with properties calculated with wB97M-V/def2-TZVPD.

Each line ends with the Löwdin charge.
Positions of all 19 atoms, in Å:
H (1.5779, 2.2072, -0.2842)  0.055
H (-2.0289, 1.7381, 0.5107)  0.171
C (1.3778, 1.4227, 0.4189)  -0.015
C (0.1894, -0.9945, -0.2770)  -0.089
B (-0.5474, 0.3571, 0.1773)  -0.175
H (-3.9597, 0.4154, -0.2633)  0.100
H (2.5924, -0.3157, 0.9802)  0.097
H (2.0338, -1.6084, -0.9542)  0.177
N (1.5062, -0.7428, -0.8343)  0.014
C (2.3199, 0.2246, 0.1208)  -0.142
N (-1.8210, 0.7196, 0.2971)  0.062
H (1.3470, 1.6115, 1.4418)  0.032
C (-3.0435, -0.1078, 0.0344)  -0.038
H (1.6720, -0.2650, -1.7249)  0.183
H (-0.4047, -1.7010, -0.9427)  0.149
H (0.4294, -1.5518, 0.5893)  0.114
H (3.3037, 0.5849, -0.2868)  0.141
H (-3.2931, -0.7861, 0.8838)  0.104
H (-2.7250, -0.8165, -0.6946)  0.060

Forces on the atoms, in the same order (eV/Å):
-0.313 0.659 0.130
0.372 -1.871 -0.168
-2.037 -3.611 -1.812
-2.382 -0.371 -1.148
4.884 0.587 -0.692
0.717 0.249 -0.004
-0.100 -0.966 1.155
-0.095 -0.127 0.201
3.396 1.069 -0.186
-0.749 1.846 -0.542
-2.693 2.494 0.506
0.150 0.928 1.487
0.596 -0.926 1.143
-1.295 -0.073 -0.164
0.791 0.985 0.595
-0.063 -0.752 1.205
-1.138 -0.730 -0.510
0.170 0.972 -0.123
-0.212 -0.363 -1.074

Output
HOMO-LUMO gap	9.96	eV
electronic energy	-293.68831	hartree
charge	+1
energy relative to the best compared isomer or geometry (same formula, charge and spin)	26.5	kcal per mole